Below is a molecular structure, ArH18O9, with properties calculated with ωB97M-V with the def2-TZVPD basis set.

Properties
orbital gap	9.57	eV
E_HOMO	-9.9096	eV
net charge	0

Each line ends with the Mulliken charge.
Cartesian coordinates (Å):
Ar  7.98  13.08  -8.68  0.01
O  9.60  10.30  -8.32  -0.63
H  9.70  10.47  -7.38  0.31
H  8.66  10.23  -8.46  0.35
O  11.02  14.91  -9.27  -0.68
H  10.47  14.86  -10.05  0.35
H  11.16  15.85  -9.14  0.32
O  10.03  14.55  -11.82  -0.70
H  9.99  13.60  -11.89  0.31
H  9.12  14.83  -11.92  0.34
O  6.91  15.97  -7.19  -0.67
H  6.30  15.23  -7.15  0.33
H  6.38  16.73  -6.95  0.29
O  7.01  9.63  -8.75  -0.67
H  6.93  9.99  -9.63  0.32
H  6.27  10.00  -8.27  0.32
O  5.21  12.82  -10.63  -0.60
H  5.48  12.43  -11.47  0.31
H  5.34  12.12  -9.99  0.28
O  8.86  15.51  -5.41  -0.66
H  9.47  15.03  -5.96  0.37
H  8.05  15.56  -5.92  0.41
O  10.76  13.91  -6.61  -0.70
H  10.94  14.26  -7.49  0.40
H  11.33  13.14  -6.54  0.30
O  7.73  15.76  -10.74  -0.62
H  7.29  15.16  -10.13  0.29
H  8.13  16.42  -10.18  0.31

***

Below is a molecular structure, C14H12BrClCrF6N3O9S2, with properties calculated with ωB97M-V with the def2-TZVPD basis set.

Properties
⟨S²⟩	0.766
orbital gap (spin up / spin down)	6.96 / 6.77	eV
E_HOMO (spin up / spin down)	-2.8395 / -2.6527	eV
2S+1	2
net charge	-2

Each line ends with the Mulliken charge.
Cartesian coordinates (Å):
Cr  -0.04  0.34  0.26  0.03
N  1.18  2.07  -2.30  -0.14
C  1.30  0.88  -3.11  -0.87
C  0.44  -0.33  -2.76  0.68
O  0.40  -1.18  -3.67  -0.79
N  -0.21  -0.42  -1.59  0.15
C  -0.90  -1.71  -1.40  -0.90
C  -0.36  -2.40  -0.16  0.57
O  -0.51  -3.60  0.03  -0.79
O  0.22  -1.59  0.68  -0.39
H  1.57  2.87  -2.78  0.23
H  1.69  1.96  -1.43  0.03
H  2.33  0.48  -3.17  0.22
H  1.01  1.13  -4.13  0.38
H  -0.77  -2.35  -2.26  0.55
H  -1.97  -1.55  -1.24  0.19
F  3.96  0.62  4.27  -0.25
C  2.78  1.03  3.79  0.59
F  3.01  2.02  2.92  -0.21
F  2.07  1.53  4.81  -0.23
S  1.86  -0.36  2.99  0.95
O  0.75  0.35  2.38  -0.48
O  1.61  -1.25  4.07  -0.64
N  2.92  -0.96  2.01  -0.58
S  2.99  -0.74  0.46  1.33
O  3.09  -1.94  -0.30  -0.73
O  2.15  0.34  -0.03  -0.04
C  4.67  0.00  0.28  0.55
F  4.90  0.26  -1.01  -0.21
F  4.80  1.14  0.96  -0.21
F  5.61  -0.85  0.70  -0.23
Br  -1.50  3.51  -4.16  -0.23
C  -2.64  3.23  -2.66  -0.23
C  -3.70  4.10  -2.48  -0.39
C  -4.56  3.89  -1.41  -0.47
C  -4.35  2.82  -0.55  -0.85
C  -3.27  1.97  -0.74  0.47
C  -2.39  2.18  -1.80  0.42
C  -3.11  0.81  0.23  -0.11
O  -4.13  0.33  0.72  -0.72
O  -1.92  0.44  0.49  -0.03
H  -3.85  4.92  -3.17  0.36
H  -5.39  4.57  -1.26  0.34
H  -5.03  2.62  0.27  0.43
H  -1.54  1.53  -1.94  0.62
Cl  -0.72  3.11  1.92  -0.30
C  0.15  2.40  0.48  -1.00
H  1.19  2.71  0.61  0.58
H  -0.27  2.93  -0.37  0.35

***

Below is a molecular structure, C23H21BiN9O5S, with properties calculated with ωB97M-V with the def2-TZVPD basis set.

Properties
orbital gap	7.05	eV
E_HOMO	-10.4577	eV
net charge	+1

Each line ends with the Mulliken charge.
Cartesian coordinates (Å):
Bi  0.90  0.05  -0.29  1.59
C  1.19  -3.23  2.31  -1.16
C  1.55  -3.30  0.87  -0.01
N  1.51  -2.32  -0.01  -0.14
C  1.83  -2.86  -1.24  0.34
C  2.12  -4.18  -1.08  0.08
N  1.93  -4.44  0.25  -0.02
C  2.54  -5.31  -1.97  0.50
O  2.72  -5.04  -3.24  -0.52
O  2.73  -6.39  -1.46  -0.59
C  1.78  -2.02  -2.46  0.90
O  2.12  -2.46  -3.54  -0.80
O  1.41  -0.79  -2.25  -0.66
H  1.00  -2.19  2.58  0.02
H  1.98  -3.63  2.94  0.41
H  0.28  -3.80  2.50  0.36
H  2.05  -5.36  0.64  0.25
H  2.53  -4.09  -3.46  0.47
N  -2.32  2.88  -2.14  -0.15
C  -2.93  2.22  -3.25  0.07
C  -4.21  2.56  -3.63  -0.44
C  -4.82  1.89  -4.68  -0.66
C  -4.15  0.87  -5.33  -0.60
C  -2.87  0.52  -4.93  -0.66
C  -2.25  1.21  -3.91  0.65
S  -0.58  0.83  -3.49  -0.19
N  -0.53  1.38  -1.85  -0.27
C  -1.32  2.31  -1.43  0.11
C  -1.14  2.83  -0.04  0.57
C  -1.70  4.03  0.37  -0.49
C  -1.54  4.41  1.69  -0.60
C  -0.83  3.60  2.55  -0.69
C  -0.28  2.43  2.05  -0.36
N  -0.42  2.06  0.78  0.20
H  -3.01  3.32  -1.55  0.25
H  -4.74  3.34  -3.09  0.40
H  -5.82  2.17  -4.98  0.40
H  -4.62  0.34  -6.15  0.39
H  -2.34  -0.29  -5.43  0.44
H  -2.24  4.66  -0.32  0.52
H  -1.97  5.34  2.04  0.45
H  -0.70  3.85  3.60  0.42
H  0.31  1.76  2.67  0.37
N  -1.01  -0.89  0.23  -0.64
C  -2.08  -0.57  -0.17  0.85
N  -3.24  -0.32  -0.56  -0.61
C  -3.82  0.85  -0.33  0.63
N  -4.33  1.87  -0.14  -0.54
C  2.14  0.21  4.95  -0.85
N  3.26  -0.01  4.04  0.15
C  4.62  -0.20  4.57  -0.94
C  3.03  -0.05  2.74  -0.14
O  1.91  0.07  2.23  -0.39
H  2.49  0.16  5.97  0.36
H  1.36  -0.54  4.79  0.27
H  1.70  1.20  4.78  0.28
H  4.66  0.19  5.58  0.32
H  5.34  0.35  3.96  0.36
H  4.89  -1.26  4.59  0.33
H  3.93  -0.22  2.13  0.38

***

Below is a molecular structure, C7H18CuO9 at a distorted geometry, with properties calculated with ωB97M-V with the def2-TZVPD basis set.

Properties
orbital gap	5.58	eV
E_HOMO	-3.0603	eV
net charge	-1

Each line ends with the Mulliken charge.
Cartesian coordinates (Å):
Cu  13.74  -12.87  8.40  0.26
C  15.91  -11.53  8.32  0.54
O  15.38  -12.06  9.39  -0.77
O  16.65  -10.52  8.34  -0.80
O  15.53  -12.11  7.20  -0.60
C  10.74  -12.90  9.02  -0.41
C  11.11  -11.45  9.25  -0.45
O  12.21  -11.16  8.41  -0.37
O  11.77  -13.71  9.56  -0.40
H  10.71  -13.05  7.94  0.21
H  9.72  -13.06  9.39  0.42
H  11.36  -11.31  10.31  0.28
H  10.26  -10.79  9.05  0.41
H  12.20  -10.21  8.24  0.23
H  11.45  -14.54  9.92  0.24
C  13.24  -12.67  4.61  -0.43
C  14.52  -13.40  4.27  -0.11
O  15.67  -12.60  4.48  -0.61
O  13.21  -12.42  6.01  -0.30
H  12.30  -13.20  4.40  0.29
H  13.08  -11.70  4.12  0.26
H  14.57  -13.78  3.24  0.38
H  14.60  -14.28  4.93  -0.14
H  15.80  -12.40  5.44  0.47
H  14.14  -12.17  6.24  0.41
C  14.50  -17.19  7.66  -0.38
C  15.51  -16.15  7.24  -0.59
O  14.97  -14.85  7.41  -0.30
O  14.56  -17.51  9.04  -0.56
H  14.69  -18.13  7.12  0.31
H  13.49  -16.90  7.35  0.21
H  15.88  -16.27  6.22  0.39
H  16.39  -16.26  7.90  0.37
H  15.58  -14.18  7.05  0.21
H  14.78  -16.68  9.48  0.35

***

Below is a molecular structure, C11H7N10ReS at a distorted geometry, with properties calculated with ωB97M-V with the def2-TZVPD basis set.

Properties
⟨S²⟩	0.771
orbital gap (spin up / spin down)	5.17 / 5.78	eV
E_HOMO (spin up / spin down)	-12.2478 / -12.3384	eV
2S+1	2
net charge	+1

Each line ends with the Mulliken charge.
Cartesian coordinates (Å):
Re  -0.13  -0.86  -0.29  0.80
N  -3.10  -0.99  -2.22  -0.04
C  -2.04  -1.76  -2.57  0.52
N  -1.94  -2.66  -3.53  -0.39
N  -0.74  -3.16  -3.44  -0.46
N  -0.08  -2.63  -2.50  -0.31
N  -0.84  -1.72  -1.89  0.42
C  -3.06  -0.18  -1.14  0.52
N  -4.01  0.61  -0.67  -0.39
N  -3.53  1.19  0.40  -0.52
N  -2.34  0.83  0.63  -0.37
N  -1.96  -0.05  -0.30  0.25
H  -3.96  -1.05  -2.76  0.23
S  2.21  2.99  -0.02  -0.11
C  1.54  2.96  -1.60  -0.43
C  0.81  1.83  -1.85  -0.57
C  0.78  0.95  -0.74  -0.17
C  1.52  1.46  0.33  -0.04
C  1.65  0.68  1.53  1.34
C  2.43  0.98  2.63  -0.93
C  2.52  0.07  3.67  -0.28
C  1.82  -1.12  3.58  -0.79
C  1.04  -1.36  2.46  0.26
N  0.94  -0.49  1.45  -0.12
H  1.71  3.79  -2.26  0.49
H  0.34  1.64  -2.80  0.42
H  2.97  1.92  2.65  0.41
H  3.13  0.29  4.53  0.45
H  1.86  -1.87  4.36  0.42
H  0.47  -2.28  2.37  0.39

***

Below is 3 unconnected molecules or ions with the total composition C3H13NO2S at a distorted geometry, with properties calculated with ωB97M-V with the def2-TZVPD basis set.

Properties
orbital gap	9.74	eV
E_HOMO	-8.9591	eV
SMILES	NCCCS.O.O
net charge	0

Each line ends with the Mulliken charge.
Cartesian coordinates (Å):
N  -0.06  -1.02  0.98  -0.55
C  -1.17  -1.20  0.09  -0.56
C  -1.51  0.29  -0.30  -0.44
C  -2.96  0.39  -0.77  -0.70
S  -3.27  2.20  -1.19  -0.26
H  0.64  -1.79  1.16  0.30
H  -0.37  -0.85  1.82  0.12
H  -0.87  -1.70  -0.89  0.32
H  -2.06  -1.63  0.59  0.39
H  -1.15  0.89  0.60  0.33
H  -0.76  0.53  -1.10  0.28
H  -3.54  0.14  0.14  0.32
H  -3.18  -0.27  -1.58  0.37
H  -3.61  2.74  0.10  0.14
O  7.40  -1.67  2.08  -0.64
H  7.21  -2.30  1.34  0.33
H  7.83  -0.91  1.73  0.31
O  2.80  -0.72  -0.31  -0.65
H  1.88  -0.75  0.13  0.33
H  2.98  0.12  -0.15  0.28

***

| no. | E_tot (eV) |
| --- | --- |
| 1 | -33074.1668 |
| 2 | -186575.4538 |
| 3 | -64511.9557 |
| 4 | -70618.1090 |
| 5 | -39374.9439 |
| 6 | -19740.5375 |